Entry 1:
Here is a 16-piece molecular cluster, C24H79F3N19O17 overall at a distorted geometry from the OMol25 dataset. Energies are from ωB97M-V with the def2-TZVPD basis set.

Its strongest force on any atom is 0.058 hartree/bohr. The calculation puts the frontier orbital gap at 8.32 eV. The electronic energy is -3581.307897 Ha. The calculation puts the LUMO energy at 1.54 eV. As for the energy above the lowest of the compared OMol25 structures with the same formula, charge and spin: 0.000 eV. Its spin multiplicity is 1. As for the net charge: -1.

Geometry (Å):
C 13.635 -12.871 10.016
O 13.666 -13.860 8.997
O 14.858 -12.403 10.310
C 12.523 -11.843 9.760
F 12.110 -11.776 8.481
F 11.426 -12.085 10.524
F 12.818 -10.551 10.088
C 12.892 -15.016 9.248
C 13.163 -16.000 8.109
H 14.219 -16.234 7.981
H 12.580 -16.922 8.208
H 12.741 -15.644 7.164
H 11.841 -14.727 9.138
H 13.136 -15.500 10.195
H 13.284 -13.336 10.954
C 17.130 -18.302 6.574
O 17.917 -18.342 5.621
N 16.095 -19.148 6.750
N 17.320 -17.381 7.574
H 15.483 -18.927 7.528
H 15.750 -19.601 5.924
H 17.905 -16.611 7.316
H 16.806 -17.485 8.434
C 17.094 -15.733 11.264
O 17.495 -16.888 11.119
N 16.231 -15.091 10.444
N 17.525 -14.964 12.330
H 15.781 -15.739 9.818
H 15.917 -14.141 10.606
H 18.236 -15.407 12.881
H 17.460 -13.977 12.133
C 10.795 -15.811 12.112
O 11.398 -16.433 13.011
N 10.411 -14.524 12.181
N 10.646 -16.396 10.903
H 10.562 -14.044 13.048
H 10.051 -14.028 11.384
H 11.171 -17.219 10.683
H 10.152 -15.825 10.216
C 12.417 -13.072 5.019
O 11.633 -13.979 4.792
N 12.602 -11.988 4.184
N 13.115 -12.916 6.198
H 13.317 -11.320 4.394
H 12.220 -12.088 3.259
H 12.787 -13.533 6.919
H 13.940 -12.350 6.234
C 17.242 -11.398 12.811
O 18.205 -11.152 13.530
N 17.376 -11.586 11.467
N 15.934 -11.581 13.197
H 16.560 -11.845 10.937
H 18.280 -11.420 11.062
H 15.920 -11.879 14.163
H 15.213 -11.919 12.575
C 11.767 -7.090 9.705
O 12.082 -7.687 8.684
N 11.376 -5.772 9.740
N 11.794 -7.714 10.916
H 11.571 -5.289 10.604
H 11.715 -5.251 8.945
H 11.208 -7.343 11.642
H 12.079 -8.679 10.882
C 13.895 -18.866 10.151
O 14.712 -18.887 9.219
N 13.949 -17.988 11.185
N 12.945 -19.827 10.295
H 14.708 -17.332 11.238
H 13.400 -18.287 11.970
H 12.756 -20.465 9.527
H 12.490 -19.949 11.180
C 16.795 -11.470 7.311
O 17.756 -11.106 6.638
N 16.343 -12.761 7.336
N 16.106 -10.680 8.169
H 15.714 -13.105 8.048
H 16.733 -13.402 6.668
H 15.517 -11.026 8.916
H 16.448 -9.733 8.178
C 11.169 -19.535 6.540
C 10.520 -20.158 7.771
C 9.044 -20.595 7.559
O 8.568 -21.480 8.540
C 8.290 -20.839 9.769
N 11.357 -21.273 8.241
H 10.588 -18.670 6.208
H 11.179 -20.177 5.654
H 12.183 -19.215 6.775
H 10.548 -19.408 8.569
H 9.038 -21.038 6.562
H 8.441 -19.682 7.619
H 9.202 -20.537 10.293
H 7.768 -21.587 10.364
H 7.638 -19.960 9.749
H 11.706 -21.743 7.409
H 10.849 -22.010 8.722
C 8.161 -16.887 8.223
C 8.910 -15.670 7.710
C 8.273 -14.919 6.537
O 8.085 -15.840 5.481
C 9.070 -15.821 4.470
N 9.084 -14.745 8.854
H 8.783 -17.514 8.858
H 7.881 -17.463 7.338
H 7.265 -16.541 8.742
H 9.924 -15.939 7.389
H 8.734 -13.958 6.300
H 7.270 -14.653 6.902
H 8.944 -16.481 3.614
H 10.090 -16.020 4.820
H 9.088 -14.779 4.129
H 8.170 -14.524 9.244
H 9.442 -13.839 8.554
C 15.483 -15.642 5.036
C 15.503 -14.970 3.680
C 16.004 -13.539 3.635
O 15.594 -13.032 2.378
C 15.726 -11.650 2.254
N 16.122 -15.881 2.737
H 14.903 -15.021 5.724
H 16.487 -15.810 5.443
H 15.050 -16.643 5.055
H 14.423 -14.883 3.480
H 17.087 -13.488 3.792
H 15.487 -12.973 4.420
H 15.248 -11.320 1.328
H 16.762 -11.304 2.147
H 15.237 -11.143 3.094
H 16.443 -15.443 1.889
H 16.759 -16.534 3.164
O 8.186 -11.991 10.857
H 8.682 -11.943 10.019
H 8.752 -11.535 11.508
O 9.168 -11.749 8.313
H 9.969 -11.317 7.977
H 8.535 -11.673 7.591
O 11.122 -9.669 6.752
H 11.766 -9.227 7.325
H 11.540 -10.507 6.517
O 9.733 -10.599 12.610
H 9.511 -10.434 13.532
H 10.640 -10.290 12.511

***

Entry 2:
Here is a 17-piece molecular cluster, C24H82N2O17 overall at a distorted geometry from the OMol25 dataset. Energies are from ωB97M-V with the def2-TZVPD basis set.

Its strongest force on any atom is 0.186 hartree/bohr. The calculation puts the frontier orbital gap at 9.03 eV. The electronic energy is -2351.808214 Ha. The calculation puts the LUMO energy at -0.11 eV. Its spin multiplicity is 1.

Geometry (Å):
C -0.281 0.295 0.495
C 0.236 0.025 -0.947
O 0.036 -1.342 -1.093
H 0.295 -0.174 1.250
H -1.222 -0.120 0.709
H -0.406 1.333 0.736
H 1.331 0.173 -1.058
H -0.379 0.677 -1.597
H -0.071 -1.353 -2.099
C -6.205 0.201 0.452
C -5.129 -0.593 1.284
O -5.521 -0.594 2.565
H -7.141 -0.407 0.376
H -5.751 0.553 -0.471
H -6.522 1.084 0.929
H -4.115 -0.234 1.171
H -5.061 -1.612 1.001
H -4.963 -1.152 3.097
C -3.709 3.055 -2.155
C -2.836 1.850 -1.842
O -2.173 1.463 -3.058
H -3.194 3.801 -2.713
H -3.965 3.463 -1.173
H -4.574 2.632 -2.672
H -3.420 0.989 -1.575
H -1.913 2.203 -1.284
H -2.690 0.705 -3.428
C 2.445 -3.641 -2.654
C 2.945 -3.544 -4.077
O 1.841 -3.794 -4.874
H 1.595 -3.084 -2.499
H 3.110 -3.269 -1.827
H 2.453 -4.719 -2.440
H 3.846 -4.224 -4.121
H 3.314 -2.580 -4.210
H 1.693 -4.733 -4.810
C 2.756 0.983 3.083
C 2.517 2.495 3.269
O 3.540 3.151 2.635
H 1.808 0.417 3.367
H 3.660 0.552 3.502
H 2.896 0.718 2.001
H 2.165 2.841 4.267
H 1.608 2.821 2.722
H 3.390 4.093 2.555
C 3.162 -3.033 5.525
C 2.927 -2.483 4.145
O 1.650 -1.929 3.960
H 3.126 -2.176 6.217
H 4.163 -3.523 5.578
H 2.418 -3.703 5.952
H 3.013 -3.332 3.413
H 3.746 -1.796 4.025
H 1.435 -1.990 3.056
C 2.503 4.695 -0.464
C 1.884 3.299 -0.435
O 0.933 3.140 -1.493
H 2.849 4.915 0.451
H 1.813 5.372 -0.750
H 3.366 4.696 -1.152
H 1.295 3.233 0.472
H 2.596 2.543 -0.487
H 1.337 2.747 -2.288
C 0.252 -0.429 -4.436
O -0.762 -1.105 -3.799
N 0.237 0.840 -4.529
N 1.212 -0.897 -5.079
H -0.551 1.328 -4.035
H 0.695 1.320 -5.283
H 1.203 -1.879 -5.265
H 2.053 -0.390 -5.259
C -0.672 2.053 3.986
O -0.767 3.401 4.318
H 0.304 1.695 4.447
H -0.738 1.823 2.950
H -1.382 1.468 4.567
H -0.373 3.493 5.175
C 3.688 0.680 -3.136
O 2.491 1.406 -3.060
H 4.488 1.347 -3.170
H 3.728 0.052 -4.024
H 3.908 0.162 -2.198
H 1.925 1.175 -3.758
C -1.811 5.277 -0.134
O -0.950 4.225 0.254
H -2.176 5.222 -1.194
H -1.194 6.137 -0.009
H -2.766 5.389 0.533
H -0.349 3.813 -0.449
C 4.256 -1.335 0.103
O 4.327 -1.723 1.430
H 4.684 -2.013 -0.554
H 4.795 -0.385 0.115
H 3.230 -1.044 -0.230
H 5.217 -1.557 1.706
C -2.052 -0.988 3.443
O -2.738 -1.994 2.731
H -1.675 -0.223 2.812
H -1.310 -1.523 4.038
H -2.816 -0.597 4.095
H -2.040 -2.608 2.528
C -3.384 2.064 1.663
O -2.969 3.420 2.036
H -3.704 1.449 2.546
H -2.420 1.583 1.453
H -4.142 2.081 0.914
H -2.193 3.610 1.508
C -0.770 -4.616 -2.330
O -1.159 -4.057 -3.555
H 0.007 -5.344 -2.596
H -1.567 -5.180 -1.906
H -0.299 -3.946 -1.615
H -0.474 -3.541 -3.970
C -3.138 -1.871 -1.428
O -4.526 -1.890 -1.463
H -2.736 -1.492 -2.353
H -2.841 -2.815 -1.028
H -2.833 -1.014 -0.746
H -4.857 -2.494 -0.835
C 1.168 -3.562 0.953
O 0.311 -2.614 1.441
H 1.738 -4.077 1.742
H 1.895 -3.085 0.332
H 0.695 -4.300 0.288
H 0.174 -1.955 0.797

***

Entry 3:
Here is C25H11ClCoF5N5O6SSe as an isolated structure from the OMol25 dataset. Energies are from ωB97M-V with the def2-TZVPD basis set.

Its strongest force on any atom is 0.007 hartree/bohr. As for the expectation value of S²: 6.02. The calculation puts the frontier orbital gap (alpha / beta) at 7.72 / 5.72 eV. The electronic energy is -6826.246628 Ha. The calculation puts the LUMO energy (alpha / beta) at 1.92 / -0.10 eV. As for the energy above the lowest of the compared OMol25 structures with the same formula, charge and spin: 0.000 eV. Its spin multiplicity is 5. As for the net charge: -1.

Geometry (Å):
Co 0.012 0.690 -0.517
O 1.338 1.576 -2.307
S 2.575 1.183 -1.622
O 3.635 2.142 -1.469
N 2.018 0.578 -0.266
C 2.513 0.686 1.013
C 3.815 0.849 1.420
C 4.135 0.874 2.793
C 3.183 0.733 3.762
C 1.826 0.581 3.383
C 0.762 0.442 4.303
C -0.521 0.324 3.854
C -0.763 0.358 2.468
N 0.201 0.479 1.589
C 1.494 0.574 2.018
C 3.219 -0.202 -2.514
C 2.349 -1.057 -3.177
C 2.851 -2.197 -3.784
C 4.212 -2.468 -3.730
C 5.077 -1.598 -3.080
C 4.582 -0.457 -2.466
H 4.594 0.964 0.679
H 5.172 0.999 3.079
H 3.445 0.739 4.813
H 0.981 0.432 5.364
H -1.352 0.214 4.536
H -1.772 0.292 2.077
H 1.293 -0.824 -3.210
H 2.180 -2.887 -4.280
H 4.598 -3.365 -4.198
H 6.138 -1.809 -3.048
H 5.238 0.239 -1.960
O -2.312 3.646 -1.502
Cl -1.993 2.644 -0.550
O -3.010 2.521 0.449
O -1.833 1.327 -1.244
O -0.697 2.877 0.074
F -7.767 3.007 1.361
C -6.872 2.113 0.953
C -6.006 1.535 1.867
F -6.071 1.890 3.152
C -5.085 0.605 1.434
F -4.262 0.094 2.349
C -4.997 0.215 0.096
Se -3.689 -0.985 -0.491
C -5.888 0.816 -0.795
F -5.870 0.502 -2.085
C -6.814 1.753 -0.382
F -7.659 2.309 -1.253
N -0.379 -1.272 -0.904
C -0.099 -2.387 -1.064
C 0.238 -3.711 -1.272
C 0.674 -4.508 -0.184
N 1.029 -5.157 0.701
C 0.187 -4.243 -2.582
N 0.144 -4.676 -3.652

***

Entry 4:
Here is C25H11F15GeI2InN2O6S3 as an isolated structure at a distorted geometry from the OMol25 dataset. Energies are from ωB97M-V with the def2-TZVPD basis set.

Its strongest force on any atom is 0.058 hartree/bohr. As for the expectation value of S²: 0.76. The calculation puts the frontier orbital gap (alpha / beta) at 5.13 / 6.85 eV. The electronic energy is -7075.237048 Ha. The calculation puts the LUMO energy (alpha / beta) at 3.52 / 3.52 eV. As for the energy above the lowest of the compared OMol25 structures with the same formula, charge and spin: 1.727 eV. Its spin multiplicity is 2. As for the net charge: -2.

Geometry (Å):
In 1.231 1.041 3.943
N 0.162 -0.435 2.366
C -1.223 -0.713 2.797
C -1.588 -0.353 4.254
O -2.760 -0.437 4.609
N -0.523 -0.004 5.004
C -0.747 0.082 6.331
C -0.526 -3.635 5.362
O 0.583 -3.844 5.615
O -1.659 -3.443 5.194
H 0.177 -0.045 1.423
H 0.754 -1.249 2.437
H -1.429 -1.782 2.716
H -1.877 -0.154 2.160
H -1.760 -0.062 6.596
H 0.099 0.343 6.921
I 0.177 -5.277 -2.119
C 2.235 -5.930 -1.779
I 2.721 -5.339 0.156
H 2.781 -5.462 -2.522
H 2.328 -7.009 -1.953
S 2.683 -0.462 -0.343
C 3.806 0.578 0.019
F -1.880 3.101 0.675
C -0.677 3.502 0.110
C -0.118 2.751 -0.922
C 1.085 3.194 -1.396
F 1.785 2.443 -2.253
C 1.767 4.309 -0.846
F 3.011 4.690 -1.236
C 1.178 5.048 0.200
F 1.820 5.994 0.876
C -0.070 4.650 0.615
F -0.725 5.388 1.534
Ge -1.083 0.978 -1.321
S 4.920 1.535 0.583
C -2.830 1.704 -2.205
C -3.658 0.670 -2.590
F -3.408 -0.606 -2.299
C -4.927 0.836 -3.141
F -5.665 -0.174 -3.560
C -5.334 2.177 -3.335
F -6.577 2.353 -3.744
C -4.490 3.244 -3.034
F -4.886 4.480 -3.320
C -3.250 2.946 -2.463
F -2.475 4.025 -2.104
C -0.337 0.491 -3.222
C -0.282 1.330 -4.320
F -0.719 2.626 -4.201
C 0.117 0.983 -5.568
F 0.092 1.777 -6.670
C 0.492 -0.362 -5.774
F 0.724 -0.777 -7.028
C 0.480 -1.252 -4.705
F 0.804 -2.533 -4.904
C 0.048 -0.815 -3.465
F 0.105 -1.737 -2.486
C 4.409 -3.436 4.018
S 3.008 -2.946 3.072
O 2.409 -1.859 3.828
O 2.077 -4.103 3.020
O 3.486 -2.573 1.751
H 3.969 -3.719 4.951
H 4.978 -2.481 4.065
H 4.984 -4.266 3.623

***

Entry 5:
Here is C25H13Br2Cl56F4N2 as an isolated structure at a distorted geometry from the OMol25 dataset. Energies are from ωB97M-V with the def2-TZVPD basis set.

Its strongest force on any atom is 0.124 hartree/bohr. The calculation puts the frontier orbital gap at 7.17 eV. The electronic energy is -32387.496698 Ha. The calculation puts the LUMO energy at -4.76 eV. Its spin multiplicity is 1. As for the net charge: +1.

Geometry (Å):
F -4.978 0.478 -4.841
C -4.701 -0.833 -5.379
C -3.688 -1.683 -4.442
C -2.205 -1.353 -4.969
C -1.117 -1.219 -3.776
N -0.957 -2.378 -2.992
N -0.065 -2.406 -2.007
C 0.681 -1.249 -1.807
C 0.647 0.134 -2.503
C -0.419 0.144 -3.665
C -0.667 1.417 -4.585
C -1.954 2.280 -4.185
C -2.000 2.733 -2.651
F -0.726 2.802 -2.012
Br -2.685 4.633 -2.665
C -3.109 1.892 -1.790
F -2.875 1.951 -0.403
F -3.107 0.529 -2.200
Br -4.911 2.675 -2.226
H -5.698 -1.365 -5.535
H -4.244 -0.682 -6.427
H -3.842 -1.485 -3.332
H -3.935 -2.784 -4.665
H -1.851 -2.268 -5.576
H -2.194 -0.468 -5.678
H -1.509 -3.238 -3.181
H 1.465 -1.335 -0.970
H 1.296 1.047 -2.234
H 0.256 2.085 -4.554
H -0.814 1.077 -5.672
H -2.928 1.769 -4.499
H -1.900 3.252 -4.804
C -4.681 2.392 2.972
Cl -2.938 2.486 3.304
Cl -5.552 3.490 4.062
Cl -4.987 2.862 1.287
Cl -5.245 0.727 3.234
C 4.342 2.494 -1.547
Cl 3.707 3.460 -0.200
Cl 5.012 3.573 -2.787
Cl 5.613 1.409 -0.952
Cl 3.022 1.525 -2.254
C 8.961 3.652 -0.565
Cl 10.250 4.862 -0.727
Cl 7.499 4.427 0.082
Cl 8.603 2.949 -2.157
Cl 9.487 2.367 0.540
C -2.442 -5.174 0.278
Cl -1.210 -5.806 1.389
Cl -3.737 -4.396 1.211
Cl -1.698 -3.980 -0.812
Cl -3.119 -6.509 -0.678
C 7.344 -0.032 3.015
Cl 6.975 1.703 2.917
Cl 8.872 -0.264 3.889
Cl 6.035 -0.868 3.877
Cl 7.493 -0.699 1.376
C 0.114 3.342 6.316
Cl -0.278 5.074 6.260
Cl 1.674 3.106 7.136
Cl -1.158 2.478 7.201
Cl 0.217 2.709 4.658
C 9.019 -4.590 0.392
Cl 9.099 -3.734 1.946
Cl 8.341 -6.212 0.644
Cl 7.983 -3.682 -0.732
Cl 10.653 -4.731 -0.291
C 6.744 -9.956 1.013
Cl 7.423 -11.561 0.675
Cl 5.182 -10.135 1.839
Cl 7.862 -9.046 2.052
Cl 6.509 -9.079 -0.514
C -8.809 3.713 -3.154
Cl -8.608 5.067 -4.286
Cl -9.883 4.212 -1.830
Cl -9.529 2.332 -4.005
Cl -7.208 3.235 -2.515
C 3.660 6.460 8.806
Cl 5.027 5.333 8.665
Cl 4.102 8.020 8.081
Cl 2.251 5.789 7.956
Cl 3.262 6.696 10.521
C 1.330 -1.750 -7.456
Cl 2.692 -2.885 -7.538
Cl 1.796 -0.208 -8.203
Cl -0.064 -2.431 -8.321
Cl 0.890 -1.472 -5.754
C -8.476 5.930 1.773
Cl -7.940 4.702 0.606
Cl -7.101 6.961 2.220
Cl -9.750 6.927 1.039
Cl -9.114 5.130 3.224
C -0.188 3.176 11.451
Cl -0.772 4.113 12.843
Cl 0.463 4.283 10.223
Cl 1.091 2.064 11.982
Cl -1.533 2.243 10.760
C -4.030 -10.800 -0.019
Cl -3.363 -12.409 -0.362
Cl -5.583 -10.970 0.825
Cl -2.895 -9.894 1.003
Cl -4.280 -9.925 -1.546